Here is 2 unconnected molecules or ions with the total composition C4H10NO3 in a non-equilibrium geometry from OMol25. Energies are from wB97M-V/def2-TZVPD.

Bonds (Å) are listed after each position.
Element x y z (Å)
1 C 1.04090 -2.27745 0.29701  C2 1.528, H8 1.090, H9 1.083, H10 1.093
2 C 0.06497 -1.11301 0.45540  C1 1.528, N3 1.456, H11 1.086, H12 1.092
3 N 0.22435 -0.18628 -0.65564  C2 1.456, C4 1.447, H13 1.008
4 C -1.00072 0.34939 -1.20936  N3 1.447, C5 1.550, H14 1.083, H15 1.091
5 C -1.71453 1.44701 -0.37920  C4 1.550, O6 1.264, O7 1.242
6 O -1.07954 1.93191 0.59970  C5 1.264
7 O -2.86320 1.73923 -0.75058  C5 1.242
8 H 1.09675 -3.11134 0.99665  C1 1.090
9 H 2.02625 -1.84380 0.17781  C1 1.083
10 H 0.82064 -2.73200 -0.67284  C1 1.093
11 H -0.96875 -1.44425 0.47257  C2 1.086
12 H 0.20158 -0.58462 1.40087  C2 1.092
13 H 0.84719 0.57462 -0.43279  N3 1.008
14 H -1.75039 -0.41221 -1.38489  C4 1.083
15 H -0.78529 0.75271 -2.19964  C4 1.091
16 H 0.54789 1.99428 1.14430  O18 0.991
17 H 1.75475 2.90781 0.93179  O18 0.966
18 O 1.53717 2.00802 1.20882  H16 0.991, H17 0.966

LUMO energy = 3.8884 eV
charge = -1
E_HOMO = -4.0 eV
energy above the lowest of the compared OMol25 structures with the same formula, charge and spin = 16.07 kcal per mole
molecular weight = 120.128 g mol⁻¹
spin multiplicity = 1